{
  "formula": "C26H23Cl2N3O3S2",
  "method": "ωB97M-V/def2-TZVPD",
  "elements": ["O", "C", "N", "C", "N", "C", "C", "C", "C", "C", "C", "C", "C", "H", "H", "H", "H", "H", "S", "C", "C", "C", "C", "C", "C", "H", "H", "H", "H", "H", "H", "C", "C", "C", "C", "C", "C", "H", "H", "S", "O", "O", "N", "C", "C", "H", "H", "Cl", "H", "H", "C", "C", "H", "H", "Cl", "H", "H", "H", "H"],
  "coordinates": [[0.87902, 5.73135, -0.33371], [0.90501, 4.54306, -0.11787], [2.11369, 3.87887, -0.11294], [2.37260, 2.53801, -0.01628], [1.58469, 1.62804, 0.42005], [2.13739, 0.38371, 0.37391], [3.42898, 0.33663, -0.09574], [4.35963, -0.77579, -0.17943], [4.38778, -1.75634, 0.81349], [5.28651, -2.80163, 0.73225], [6.17362, -2.88262, -0.32952], [6.16410, -1.90410, -1.30941], [5.26780, -0.85524, -1.23417], [5.25917, -0.09105, -1.99843], [6.85841, -1.95674, -2.13483], [6.87454, -3.70167, -0.38840], [5.30001, -3.55421, 1.50659], [3.70835, -1.68700, 1.64953], [3.94737, 1.94316, -0.54096], [1.30296, -0.74346, 0.78512], [0.39286, -0.56624, 1.82449], [-0.43178, -1.60356, 2.21858], [-0.35685, -2.83030, 1.57872], [0.53800, -3.00929, 0.53528], [1.36121, -1.97345, 0.13386], [2.04262, -2.11109, -0.69235], [0.59273, -3.96218, 0.02868], [-0.99788, -3.64240, 1.88697], [-1.13759, -1.45461, 3.02206], [0.34674, 0.39251, 2.31582], [2.90763, 4.46775, -0.34227], [-0.30886, 3.70991, 0.11480], [-1.24064, 3.60634, -0.91253], [-2.36224, 2.81384, -0.74656], [-2.54250, 2.14933, 0.44957], [-1.65485, 2.28818, 1.49787], [-0.52849, 3.07442, 1.33144], [0.17903, 3.19380, 2.13681], [-1.85865, 1.76814, 2.42061], [-3.95201, 1.06407, 0.60738], [-3.86768, 0.35965, 1.85708], [-5.15741, 1.78277, 0.31674], [-3.68982, 0.01307, -0.68526], [-2.68617, -0.99660, -0.43425], [-1.70137, -1.13466, -1.58701], [-1.04075, -1.98323, -1.41294], [-2.21535, -1.24497, -2.54057], [-0.66295, 0.30537, -1.72120], [-3.13979, -1.97745, -0.25461], [-2.15416, -0.70259, 0.47244], [-4.87200, -0.35116, -1.42857], [-5.85184, -1.23543, -0.65660], [-6.85921, -1.13573, -1.05927], [-5.84264, -0.96652, 0.39958], [-5.43856, -2.96436, -0.77578], [-4.57581, -0.82991, -2.36521], [-5.38239, 0.58836, -1.65091], [-3.09145, 2.69529, -1.53137], [-1.07076, 4.12995, -1.84078]],
  "atomic_forces_ev_per_a": [[-0.097, 0.065, -0.056], [-0.101, 0.017, -0.009], [0.477, 0.625, -0.042], [0.941, -0.916, -0.249], [-0.293, 0.443, 0.169], [1.120, -0.095, -0.552], [-0.662, 0.469, 0.199], [0.376, -0.292, -0.018], [0.087, 0.117, -0.047], [-0.012, -0.071, 0.043], [0.047, -0.040, -0.046], [0.122, -0.068, -0.034], [-0.130, 0.002, 0.095], [-0.001, 0.028, -0.106], [0.058, -0.010, -0.065], [0.060, -0.066, -0.006], [0.006, -0.064, 0.066], [-0.028, 0.002, 0.063], [-0.697, -0.085, 0.296], [-0.221, -0.311, 0.148], [0.159, -0.042, -0.077], [-0.022, -0.063, 0.095], [-0.047, -0.042, 0.035], [0.031, -0.108, -0.011], [-0.055, 0.117, 0.045], [0.036, -0.006, -0.070], [-0.002, -0.080, -0.047], [-0.072, -0.074, 0.031], [-0.077, 0.017, 0.080], [-0.029, 0.101, 0.049], [-0.268, 0.013, 0.083], [-0.498, 0.076, 0.114], [0.009, 0.028, 0.142], [-0.045, 0.183, -0.014], [-0.385, -0.277, 0.060], [-0.030, -0.002, 0.169], [-0.242, 0.222, -0.135], [0.073, -0.066, 0.065], [0.058, -0.036, 0.140], [0.329, -0.163, -0.416], [0.271, 0.031, 0.003], [-0.039, 0.110, -0.267], [-0.119, 0.818, 0.749], [0.593, -0.277, 0.019], [-0.159, -0.062, 0.176], [-0.113, 0.036, -0.053], [0.036, -0.076, 0.019], [0.134, 0.029, -0.219], [0.081, 0.157, 0.087], [0.123, -0.251, -0.137], [-0.554, 0.151, 0.027], [-0.053, 0.278, -0.161], [0.076, 0.024, 0.078], [-0.133, -0.071, -0.091], [-0.032, -0.392, -0.002], [0.000, 0.073, 0.060], [-0.072, -0.188, -0.195], [-0.007, 0.010, -0.182], [-0.003, 0.051, -0.093]],
  "mulliken_charge": [-0.618, -0.139, -0.069, 0.353, 0.018, -2.291, 1.428, 0.773, -0.139, -0.756, -0.405, -0.677, -0.596, 0.440, 0.386, 0.392, 0.406, 0.554, -0.345, 0.304, -0.249, -0.806, -0.305, -1.077, 0.152, 0.555, 0.407, 0.467, 0.344, 0.637, 0.274, 0.570, -0.929, -0.819, -0.069, -0.145, -0.060, 0.390, 0.621, 1.392, -0.647, -0.753, 0.513, -0.694, -0.659, 0.290, 0.480, -0.131, 0.228, 0.105, -0.882, -0.338, 0.402, 0.270, -0.228, 0.418, 0.456, 0.364, 0.437],
  "de_lowest_kcal_mol": 1.1,
  "lumo_ev": 0.03,
  "gap_ha": 0.299,
  "e_tot_ev": -84664.2635,
  "spin_multiplicity": 1,
  "fmax_ev_per_a": 1.34,
  "smiles": "O=C(Nc1nc(-c2ccccc2)c(-c2ccccc2)s1)c1ccc(S(=O)(=O)N(CCCl)CCCl)cc1"
}

{
  "formula": "C26H23IN4O2Pd",
  "method": "ωB97M-V/def2-TZVPD",
  "elements": ["Pd", "C", "C", "N", "C", "C", "C", "O", "C", "C", "N", "C", "C", "C", "C", "C", "C", "I", "C", "O", "H", "H", "H", "H", "H", "H", "H", "H", "H", "H", "H", "H", "C", "N", "C", "C", "C", "C", "C", "N", "C", "C", "C", "C", "C", "C", "H", "H", "H", "H", "H", "H", "H", "H", "H", "H", "H"],
  "coordinates": [[1.08373, 2.28383, -0.47013], [1.49660, -3.34219, -1.30400], [0.91134, -2.76918, -0.02427], [0.51577, -3.65937, 0.81194], [-0.03694, -3.24162, 2.00594], [-0.30358, -1.94601, 2.29258], [-0.92131, -1.71201, 3.64733], [-2.32627, -1.40825, 3.55744], [0.07636, -0.86677, 1.40332], [-0.33116, 0.39502, 1.83135], [-0.03388, 1.65113, 1.49919], [-0.44761, 2.64577, 2.32878], [-0.85091, 2.45880, 3.68481], [-1.26457, 3.48713, 4.50833], [-1.29341, 4.79828, 4.05162], [-0.86481, 5.03411, 2.74890], [-0.44326, 4.01174, 1.92221], [0.24385, 4.61818, -0.01519], [0.83751, -1.27030, 0.15577], [1.80606, -0.34995, -1.55833], [2.16399, -4.16809, -1.04838], [2.02808, -2.60659, -1.90261], [0.68847, -3.75441, -1.91282], [-0.27089, -4.03357, 2.70971], [-0.39523, -0.90242, 4.16310], [-0.80754, -2.62356, 4.24427], [-2.54868, -0.79861, 4.26585], [-1.05966, 0.30181, 2.63294], [-0.80111, 1.46368, 4.10695], [-1.55267, 3.25962, 5.53092], [-1.61010, 5.61579, 4.68868], [-0.84828, 6.04796, 2.36396], [-1.69372, 0.26025, -1.99781], [-0.44092, 0.47764, -1.34058], [0.34759, -0.61455, -1.28122], [2.21750, -0.62867, -0.23714], [3.49871, -1.42533, -0.17837], [4.40828, -0.70522, 0.48236], [3.74233, 0.54745, 0.86518], [2.52050, 0.60344, 0.49991], [-1.59725, -0.07028, -3.48624], [-2.47297, -0.95211, -4.11176], [-2.37388, -1.22250, -5.47220], [-1.38823, -0.61068, -6.23116], [-0.50022, 0.26603, -5.61358], [-0.59896, 0.52736, -4.25673], [-2.27741, 1.18706, -1.91816], [-2.32266, -0.51963, -1.52605], [0.03533, -1.43657, -1.95216], [3.63686, -2.39932, -0.62135], [5.43340, -0.97273, 0.70168], [4.19310, 1.34937, 1.44011], [-3.23637, -1.44357, -3.51629], [-3.05958, -1.92423, -5.93620], [-1.30040, -0.82484, -7.29088], [0.28271, 0.73855, -6.19678], [0.10634, 1.17317, -3.74478]],
  "atomic_forces_ev_per_a": [[-0.336, 0.289, -0.046], [-0.134, -0.002, -0.117], [0.149, -0.243, 0.129], [0.142, 0.039, -0.291], [-0.167, 0.096, 0.186], [-0.031, -0.114, 0.085], [0.034, -0.035, 0.015], [-0.042, -0.043, 0.025], [0.070, -0.084, -0.087], [-0.053, 0.188, 0.087], [0.010, -0.207, 0.035], [-0.024, 0.093, 0.081], [0.036, -0.058, -0.068], [-0.022, 0.064, 0.016], [-0.013, -0.001, 0.040], [-0.006, 0.028, 0.000], [0.018, 0.025, -0.048], [0.076, -0.210, -0.021], [-0.065, 0.267, 0.048], [0.096, 0.150, 0.037], [-0.027, 0.006, 0.017], [-0.127, -0.035, -0.055], [-0.009, 0.005, -0.019], [-0.015, 0.032, 0.022], [-0.025, -0.017, 0.019], [0.018, -0.005, -0.031], [0.033, 0.061, -0.037], [-0.015, 0.032, 0.009], [0.013, -0.016, -0.004], [0.004, -0.003, -0.001], [0.002, -0.003, 0.003], [0.002, -0.002, -0.004], [0.084, 0.140, -0.075], [0.294, -0.107, 0.268], [-0.217, -0.233, -0.082], [0.054, -0.036, -0.137], [0.181, 0.016, 0.144], [0.073, -0.208, -0.069], [-0.259, 0.039, 0.218], [0.179, 0.050, -0.280], [-0.017, 0.001, -0.020], [0.006, 0.045, 0.012], [-0.032, -0.032, -0.018], [0.019, 0.011, -0.030], [-0.007, -0.007, -0.023], [0.012, -0.024, 0.029], [-0.024, -0.019, 0.019], [0.005, -0.019, -0.030], [-0.014, -0.064, -0.006], [0.052, 0.080, 0.068], [0.006, -0.003, 0.002], [0.011, 0.058, -0.030], [-0.002, -0.001, 0.007], [0.001, 0.002, -0.002], [-0.001, 0.001, 0.002], [0.005, 0.005, 0.003], [0.001, 0.007, 0.009]],
  "mulliken_charge": [-0.259, -1.851, 1.009, -0.839, -1.043, 1.094, -1.312, -0.554, -1.342, -1.360, 0.440, 0.218, -0.081, -0.723, -0.548, -0.451, -0.166, -0.151, 2.266, -0.566, 0.406, 0.368, 0.312, 0.255, 0.357, 0.350, 0.338, 1.132, 0.333, 0.318, 0.336, 0.291, -1.298, -0.022, -0.627, 1.834, -1.367, -0.373, -0.894, -0.157, 0.657, -0.512, -0.479, -0.343, -0.593, -0.146, 0.388, 0.309, 0.130, 0.322, 0.407, 0.464, 0.318, 0.344, 0.337, 0.354, 0.371],
  "lumo_ev": 4.44,
  "gap_ha": 0.148,
  "e_tot_ev": -48966.0238,
  "spin_multiplicity": 1,
  "total_charge": -2,
  "fmax_ev_per_a": 0.45
}